Computed, not measured: C19H48NO17S5V as an isolated structure, with wB97M-V/def2-TZVPD.

Summary:
* orbital gap (spin up / spin down): 7.74 / 7.58 eV
* energy: -136628.91833 eV
* net charge: +1
* multiplicity: 4
* <S²>: 3.753

Each line ends with the Löwdin charge.
Positions of all 91 atoms, in Å:
1 V -0.82190 -1.80563 2.77983  1.03
2 S 3.10908 -2.04730 2.50680  0.91
3 S -3.39342 -2.94369 -4.78472  0.83
4 S 0.35284 1.69405 3.21590  0.97
5 S -3.66263 -3.86480 3.21846  0.94
6 S -3.01651 0.71674 2.25430  0.93
7 O 3.50616 0.37548 -2.81610  0.00
8 O 2.87171 -1.73665 -2.71451  -0.05
9 O -2.61958 -0.77796 2.11803  -0.63
10 O -4.37836 -1.96640 -4.20897  -0.57
11 O -1.09228 2.55850 -1.88786  -0.04
12 O 1.65023 -1.76066 2.77412  -0.63
13 O 4.18655 3.42332 -0.31801  0.12
14 O -0.10784 0.21565 3.05261  -0.68
15 O 2.38157 -0.40097 -4.56925  0.11
16 O -0.24067 -2.71923 0.71462  -0.09
17 O -0.09597 -0.73662 0.21290  -0.06
18 O 3.34861 4.47485 1.54331  -0.01
19 O -0.72687 -2.19751 -1.29763  0.03
20 O 2.58942 2.58168 1.06906  -0.02
21 O 1.09505 3.31730 -2.43387  0.07
22 O -0.77725 4.68045 -2.21933  0.02
23 O -2.31774 -3.41239 2.66545  -0.64
24 N -0.25330 -1.91262 -0.20291  -0.55
25 C 1.98154 1.68708 4.18881  -0.19
26 C -4.33839 -5.03010 1.98309  -0.23
27 C 2.42032 1.32935 0.36081  -0.01
28 C 2.92306 -0.57563 -3.48373  -0.56
29 C 3.43511 3.49348 0.65017  -0.60
30 C -4.94927 -2.49074 2.95597  -0.20
31 C -2.33048 1.61582 0.76677  -0.19
32 C -1.75908 -2.13517 -4.69158  -0.27
33 C -0.65957 2.26056 4.68205  -0.21
34 C 3.14064 -2.45541 0.74867  -0.25
35 C -0.15196 3.52574 -2.24628  -0.47
36 C -0.14943 5.73996 -2.82551  -0.07
37 C -0.81018 1.25558 -2.33859  -0.07
38 C -4.81054 0.97477 1.98494  -0.22
39 C 3.89197 5.71431 1.16520  -0.05
40 C 3.58720 1.66302 -3.37246  -0.04
41 C 3.40296 -3.78557 3.08239  -0.22
42 C -2.92520 -4.17439 -3.51019  -0.26
43 C 1.97330 -2.71956 -3.21405  -0.06
44 H 2.37748 2.70242 4.16860  0.05
45 H -3.60105 -5.78845 1.71976  0.06
46 H 1.00220 -2.26159 -3.40198  0.07
47 H 1.82636 1.45201 -0.54487  0.08
48 H 2.53710 -3.05754 -4.08352  0.10
49 H -1.55202 -1.46381 -3.85822  0.03
50 H -1.24801 1.63130 0.89380  0.02
51 H 2.67125 2.05597 -3.81372  0.09
52 H 1.90098 -3.59024 -2.56229  0.09
53 H 4.40128 1.55742 -4.08955  0.11
54 H -1.60578 -1.37891 -5.46143  0.05
55 H 1.84190 1.50002 5.25352  0.05
56 H -2.65707 2.65570 0.75709  0.07
57 H -3.71647 -4.85809 -3.20268  0.05
58 H 4.36118 -4.13398 2.69699  0.06
59 H 4.94950 5.62622 0.91625  0.10
60 H -1.97340 -4.62521 -3.79116  0.05
61 H -2.54485 1.11550 -0.17759  0.06
62 H 3.47282 6.17556 0.27097  0.10
63 H -5.13798 0.57552 1.02500  0.07
64 H -1.68245 2.32038 4.31025  0.02
65 H 3.34261 0.81647 0.08794  0.10
66 H 2.78281 1.03546 3.84029  0.05
67 H 1.85673 0.61630 0.96249  0.05
68 H -0.26898 3.20766 5.05427  0.06
69 H 4.12960 -2.89529 0.62005  0.05
70 H -5.22306 -5.61529 2.23408  0.07
71 H 3.63543 6.33100 2.02657  0.10
72 H -0.66801 1.25356 -3.41927  0.11
73 H 2.58368 -4.41690 2.73845  0.06
74 H 0.02663 0.73804 -1.86955  0.07
75 H -0.57693 6.74136 -2.77503  0.10
76 H 3.18659 -1.57775 0.10390  0.04
77 H 3.96010 2.38159 -2.64259  0.08
78 H 3.35128 -3.71876 4.16911  0.05
79 H -5.91897 -2.79925 3.34663  0.06
80 H -4.53341 -1.64544 3.50426  0.02
81 H -4.57084 -4.49520 1.06224  0.06
82 H 2.42148 -3.15025 0.31494  0.07
83 H -2.71684 -3.47500 -2.70055  0.03
84 H -1.69414 0.66957 -2.08697  0.08
85 H -0.25576 5.44202 -3.86859  0.11
86 H -0.99414 -2.91060 -4.65070  0.04
87 H 0.92717 5.86437 -2.70907  0.10
88 H -5.41601 0.52139 2.76978  0.05
89 H -4.95271 -2.39020 1.87062  0.05
90 H -0.55341 1.55713 5.50789  0.06
91 H -4.94276 2.05505 1.92491  0.06